1.
Computed, not measured: 2 unconnected molecules or ions with the total composition C3H10NP, with ωB97M-V/def2-TZVPD.

gap between HOMO and LUMO	8.76	eV

```
15
Properties=species:S:1:pos:R:3:nbo_charge:R:1
C 0.683 2.134 0.312 -0.4407
N 1.046 0.730 0.265 -0.8460
P 0.727 -0.147 -0.979 0.9685
C 1.622 -1.742 -0.246 -0.9302
H 1.296 2.783 0.883 0.2036
H -0.326 2.226 0.852 0.2047
H 0.641 2.534 -0.733 0.1737
H 2.685 -1.719 -0.227 0.2329
H 1.201 -2.085 0.663 0.2282
H 1.581 -2.530 -1.023 0.2065
C -2.290 -0.931 1.446 -0.8971
H -2.247 0.133 1.846 0.2164
H -1.378 -1.487 1.529 0.2297
H -2.951 -1.286 2.273 0.2308
H -3.121 -1.166 1.076 0.2191
```

***

2.
Computed, not measured: 2 unconnected molecules or ions with the total composition C3H10NS, with ωB97M-V/def2-TZVPD.

net charge	-1
gap between HOMO and LUMO	6.72	eV

```
15
Properties=species:S:1:pos:R:3:nbo_charge:R:1
C -2.168 0.459 0.818 -0.7292
S -1.710 1.419 -0.684 -0.6931
H -3.146 -0.025 0.756 0.1755
H -1.416 -0.336 0.937 0.1675
H -2.094 1.139 1.638 0.1825
C 0.616 -0.900 -1.284 -0.4301
N 1.222 0.342 -0.768 -0.7238
C 1.671 0.175 0.589 -0.4116
H 1.310 -1.659 -1.509 0.1620
H -0.006 -1.334 -0.494 0.1496
H -0.142 -0.647 -2.084 0.2258
H 0.381 1.005 -0.757 0.4099
H 2.322 1.097 0.904 0.1838
H 2.422 -0.750 0.747 0.1549
H 0.739 0.017 1.189 0.1765
```

***

3.
Computed, not measured: a gas-phase ion, C3H10NS (charge +1), with ωB97M-V/def2-TZVPD.

net charge	+1
gap between HOMO and LUMO	10.37	eV

```
15
Properties=species:S:1:pos:R:3:nbo_charge:R:1
N -0.394 -1.559 0.156 -0.7428
C -0.534 -0.342 1.089 -0.2210
C 0.413 0.746 0.641 -0.4518
C 0.158 1.332 -0.765 -0.5314
S 0.171 0.251 -2.252 -0.0009
H -1.203 -2.198 0.059 0.4395
H -0.184 -1.205 -0.806 0.4385
H 0.204 -2.188 0.707 0.4444
H -0.379 -0.747 2.107 0.2359
H -1.626 -0.045 1.070 0.2333
H 1.480 0.471 0.709 0.2286
H 0.246 1.621 1.274 0.2606
H 1.022 2.048 -0.845 0.2581
H -0.822 1.853 -0.656 0.2488
H 1.450 -0.038 -2.487 0.1603
```

***

4.
Computed, not measured: a gas-phase ion, C3H10NS (charge +2), with ωB97M-V/def2-TZVPD.

multiplicity	2
net charge	+2
gap between HOMO and LUMO (alpha / beta)	13.37 / 8.35	eV

```
15
Properties=species:S:1:pos:R:3:mulliken_spin:R:1
C -0.960 -0.099 -0.179 0.0146
C 0.549 -0.079 0.181 0.0229
C 1.084 1.330 -0.062 -0.0104
S 2.779 1.454 0.560 0.9919
N -1.658 -1.505 0.036 0.0009
H -1.494 0.549 0.509 0.0005
H -1.175 0.065 -1.238 -0.0006
H 1.194 -0.950 -0.021 -0.0175
H 0.463 -0.131 1.282 -0.0060
H 0.395 2.055 0.344 0.0002
H 1.093 1.662 -1.130 0.0163
H 3.269 0.968 -0.590 -0.0130
H -2.551 -1.437 -0.457 0.0004
H -1.057 -2.273 -0.259 -0.0002
H -1.931 -1.610 1.026 -0.0001
```

***

5.
Computed, not measured: 2 unconnected molecules or ions with the total composition C3H10NS2, with ωB97M-V/def2-TZVPD.

net charge	+1
gap between HOMO and LUMO	10.16	eV

```
16
Properties=species:S:1:pos:R:3:nbo_charge:R:1
S -1.449 -1.510 1.696 -0.1384
S 0.524 -2.130 1.905 -0.1347
H -2.008 -2.728 1.690 0.1686
H 0.624 -1.892 3.221 0.1577
C 0.300 -0.366 -1.638 -0.6698
C 0.038 0.839 -0.803 0.1438
C -0.844 1.791 -0.977 -0.3489
N 0.888 0.903 0.419 -0.7127
H -0.246 -0.284 -2.572 0.2620
H 1.357 -0.479 -1.861 0.2326
H -0.040 -1.265 -1.121 0.2440
H -0.959 2.608 -0.287 0.2165
H -1.483 1.776 -1.852 0.2475
H 1.884 0.873 0.183 0.4401
H 0.707 0.103 1.052 0.4501
H 0.706 1.761 0.943 0.4417
```

***

6.
Computed, not measured: 2 unconnected molecules or ions with the total composition C3H10NS2, with ωB97M-V/def2-TZVPD.

net charge	+1
gap between HOMO and LUMO	6.95	eV

```
16
Properties=species:S:1:pos:R:3:nbo_charge:R:1
C -1.041 0.252 1.632 -0.7015
C 2.095 0.241 -0.033 -0.4391
C -1.374 -0.137 0.210 -0.1387
N 1.171 -0.257 -1.079 -0.8989
S -1.594 1.285 -0.756 0.3070
S -1.779 -1.720 -0.187 0.3524
H -0.221 -0.468 1.854 0.2698
H -0.658 1.248 1.527 0.2526
H -1.986 0.152 2.245 0.2962
H 2.470 -0.619 0.687 0.2110
H 3.060 0.771 -0.361 0.2316
H 1.573 1.014 0.662 0.1586
H 0.807 -1.241 -0.980 0.3851
H 1.342 0.195 -1.934 0.3932
H -2.117 0.744 -2.007 0.1734
H -1.746 -1.461 -1.482 0.1472
```

***

7.
Computed, not measured: 2 unconnected molecules or ions with the total composition C3H10NS3, with ωB97M-V/def2-TZVPD.

multiplicity	3
net charge	+1
gap between HOMO and LUMO (alpha / beta)	6.05 / 5.30	eV

```
17
Properties=species:S:1:pos:R:3:mulliken_spin:R:1
C 0.381 0.177 1.954 -0.0295
C 1.789 -0.897 -1.822 -0.0282
C -0.023 0.693 0.622 0.5950
N -1.240 0.979 0.407 0.4171
S 0.144 -1.304 -1.095 0.4461
S -2.574 0.193 1.217 0.1654
S -1.553 1.651 -1.171 0.3434
H 1.238 -0.429 1.811 0.0124
H -0.438 -0.267 2.385 0.0006
H 0.493 1.017 2.662 0.0392
H 2.573 -0.786 -0.983 0.0062
H 2.092 -1.688 -2.577 0.0230
H 1.702 0.136 -2.213 0.0013
H 0.647 1.288 0.030 0.0022
H 0.625 -2.129 -0.245 -0.0085
H -2.995 -0.450 0.123 0.0103
H -2.862 1.816 -1.105 0.0040
```

***

8.
Computed, not measured: 3 unconnected molecules or ions with the total composition C3H10O2, with ωB97M-V/def2-TZVPD.

gap between HOMO and LUMO	10.40	eV

```
15
Properties=species:S:1:pos:R:3:nbo_charge:R:1
C -0.173 2.238 -1.276 -0.4255
C -0.092 0.935 -1.446 -0.1485
C 0.835 -0.077 -0.794 -0.6581
H -0.980 2.832 -1.656 0.2019
H 0.512 2.765 -0.669 0.1880
H -0.834 0.348 -2.138 0.1800
H 1.139 0.408 0.121 0.2281
H 0.366 -1.099 -0.496 0.2085
H 1.670 -0.184 -1.439 0.2194
O -1.635 -1.455 1.725 -1.0048
H -1.380 -0.723 2.307 0.5109
H -2.458 -1.548 1.232 0.5078
O 1.053 -1.303 1.798 -0.9647
H 1.748 -1.783 1.338 0.4743
H 0.230 -1.354 1.393 0.4828
```

***

9.
Computed, not measured: 2 unconnected molecules or ions with the total composition C3H10O2P2, with ωB97M-V/def2-TZVPD.

multiplicity	3
gap between HOMO and LUMO (alpha / beta)	9.30 / 7.47	eV

```
17
Properties=species:S:1:pos:R:3:mulliken_spin:R:1
C 0.512 -2.100 -0.904 0.0013
C -1.305 0.209 1.980 0.0342
C 2.687 1.806 -1.071 0.8603
O -0.585 -1.281 -0.453 0.0143
O -0.433 0.697 1.009 0.0182
P -2.784 0.154 -0.855 0.9588
P -0.639 0.385 -0.580 -0.0092
H 0.570 -2.982 -0.201 0.0014
H 1.374 -1.563 -0.725 0.0025
H 0.440 -2.233 -1.943 0.0002
H -1.525 -0.776 2.119 -0.0075
H -2.373 0.536 1.847 -0.0040
H -1.008 0.457 2.976 0.0063
H 3.049 1.894 -2.072 0.0322
H 2.333 0.810 -0.665 0.0832
H 2.736 2.651 -0.289 0.0173
H -3.048 1.336 -0.174 -0.0095
```

***

10.
Computed, not measured: 2 unconnected molecules or ions with the total composition C3H10O3, with ωB97M-V/def2-TZVPD.

gap between HOMO and LUMO	10.64	eV

```
16
Properties=species:S:1:pos:R:3:nbo_charge:R:1
O -1.365 2.312 0.285 -0.7386
C -1.673 1.220 -0.530 -0.0499
C -0.224 0.567 -0.824 -0.4431
C -0.231 -0.172 -2.133 -0.0587
O -0.170 -1.623 -1.900 -0.7453
H -1.781 3.151 0.050 0.4753
H -2.321 0.540 0.007 0.1651
H -2.272 1.567 -1.320 0.1637
H 0.578 1.298 -1.027 0.2229
H 0.079 -0.187 -0.052 0.2046
H -1.089 0.174 -2.775 0.1772
H 0.713 0.070 -2.678 0.1616
H 0.147 -1.872 -1.063 0.4652
O 2.858 -2.340 4.658 -0.9606
H 3.480 -2.081 3.873 0.4861
H 3.271 -2.624 5.429 0.4747
```

***

11.
Computed, not measured: 2 unconnected molecules or ions with the total composition C3H10O3, with ωB97M-V/def2-TZVPD.

gap between HOMO and LUMO	10.90	eV

```
16
Properties=species:S:1:pos:R:3:nbo_charge:R:1
O 1.682 -0.147 -3.334 -0.7173
C 1.358 0.714 -2.240 -0.0715
C 0.896 -0.160 -1.030 -0.4452
C 0.693 0.737 0.205 -0.0617
O 0.285 -0.177 1.316 -0.7416
H 2.358 -0.774 -3.000 0.4615
H 2.199 1.425 -2.129 0.1735
H 0.461 1.296 -2.526 0.1759
H -0.045 -0.736 -1.118 0.2253
H 1.682 -0.851 -0.669 0.2000
H 1.608 1.322 0.415 0.1671
H -0.106 1.450 -0.077 0.1602
H -0.314 0.292 1.934 0.4736
O -4.009 -1.363 4.386 -0.9405
H -4.954 -1.631 4.440 0.4707
H -3.796 -1.397 3.426 0.4700
```

***

12.
Computed, not measured: 2 unconnected molecules or ions with the total composition C3H10O3, with ωB97M-V/def2-TZVPD.

gap between HOMO and LUMO	10.99	eV

```
16
Properties=species:S:1:pos:R:3:nbo_charge:R:1
C 1.127 1.305 -0.205 -0.6086
C 1.370 -0.188 0.064 -0.3687
C 2.846 -0.585 0.257 -0.6107
H 1.531 1.463 -1.231 0.1906
H 0.142 1.582 -0.367 0.2138
H 1.634 1.970 0.523 0.2032
H 0.841 -0.448 0.966 0.1900
H 0.926 -0.709 -0.766 0.1864
H 2.843 -1.643 0.606 0.2066
H 3.281 0.016 1.078 0.1993
H 3.472 -0.492 -0.630 0.2022
O -0.748 -0.299 -0.322 -0.4328
O -2.026 -0.733 -0.228 -0.0482
O -2.705 0.390 0.448 -0.4535
H -0.796 -0.299 -1.252 0.4766
H -2.108 0.508 1.202 0.4537
```

***

Listing relative energy (zero: lowest compared OMol25 entry of this formula, charge and spin) for the structures above in their given order: 85.57, 35.50, 14.48, 9.08, 18.03, 65.71, 0.00, 37.58, 0.00, 42.62, 22.49, 162.43 kcal per mole.
Listing max |F| for the structures above in their given order: 8.78, 2.58, 2.13, 2.55, 0.50, 2.89, 9.45, 3.93, 3.72, 4.90, 2.18, 4.05 eV/Å.